1.
Entry from OMol25: C37H38N2O6P2PtS as an isolated structure (ωB97M-V/def2-TZVPD).

The HOMO-LUMO gap (spin up / spin down) is 7.378 / 7.778 eV. The net charge is 0. Its multiplicity is 3.

The geometry in XYZ format:
```
87
C37H38N2O6P2PtS (ωB97M-V/def2-TZVPD)
Pt -0.049 0.090 -0.068
C -2.867 -3.219 -0.116
N -2.025 -2.038 0.042
P -0.500 -2.013 0.818
C -0.802 -2.054 2.596
C -2.085 -1.918 3.115
C -2.279 -1.870 4.487
C -1.192 -1.956 5.345
C 0.090 -2.092 4.828
C 0.290 -2.139 3.457
C 0.205 -3.619 0.387
C 0.326 -4.662 1.302
C 0.820 -5.890 0.888
C 1.186 -6.085 -0.437
C 1.056 -5.052 -1.355
C 0.571 -3.823 -0.942
P -2.040 -0.637 -0.908
C -2.194 -1.128 -2.636
C -3.404 -1.576 -3.166
C -3.463 -2.007 -4.481
C -2.320 -1.980 -5.272
C -1.121 -1.513 -4.754
C -1.054 -1.083 -3.436
C -3.544 0.274 -0.523
C -4.402 -0.089 0.510
C -5.491 0.712 0.825
C -5.718 1.882 0.116
C -4.856 2.255 -0.908
C -3.770 1.458 -1.225
H -2.930 -3.756 0.831
H -2.473 -3.897 -0.877
H -3.874 -2.916 -0.403
H -2.930 -1.830 2.447
H -3.279 -1.759 4.886
H -1.342 -1.913 6.416
H 0.942 -2.157 5.493
H 1.297 -2.243 3.067
H 0.048 -4.514 2.338
H 0.923 -6.695 1.603
H 1.577 -7.043 -0.754
H 1.342 -5.198 -2.389
H 0.466 -3.016 -1.659
H -4.300 -1.571 -2.556
H -4.401 -2.356 -4.894
H -2.370 -2.311 -6.301
H -0.238 -1.469 -5.379
H -0.134 -0.679 -3.026
H -4.219 -0.995 1.072
H -6.157 0.423 1.628
H -6.563 2.511 0.367
H -5.020 3.177 -1.449
H -3.078 1.771 -1.999
C -2.173 2.832 2.393
C -1.370 2.078 1.362
O -1.207 2.519 0.224
O -0.911 0.927 1.736
H -1.972 3.898 2.311
H -1.963 2.472 3.397
H -3.232 2.674 2.175
C 2.742 4.476 1.124
C 3.135 3.032 1.239
C 4.360 2.575 0.776
C 4.685 1.227 0.822
C 3.771 0.327 1.338
C 2.551 0.766 1.854
C 2.247 2.113 1.802
S 4.083 -1.402 1.221
O 5.491 -1.603 1.058
O 3.354 -2.053 2.277
N 3.369 -1.888 -0.168
C 3.935 -1.484 -1.463
C 2.863 -0.912 -2.374
C 2.453 0.505 -1.965
O 3.293 1.381 -2.004
O 1.204 0.693 -1.647
H 3.535 5.068 0.671
H 2.511 4.902 2.103
H 1.848 4.570 0.504
H 5.060 3.276 0.339
H 5.634 0.870 0.445
H 1.866 0.070 2.321
H 1.302 2.459 2.200
H 2.360 -1.815 -0.099
H 4.409 -2.351 -1.922
H 4.704 -0.724 -1.316
H 1.999 -1.577 -2.425
H 3.278 -0.830 -3.380
```

These are the Löwdin partial charges, in e, on atoms 1 to 2:
1. Pt 0.990
2. C -0.112

=====

2.
Entry from OMol25: a 7-piece molecular cluster, C37H38O20 overall in a non-equilibrium geometry (ωB97M-V/def2-TZVPD).

The HOMO-LUMO gap is 8.873 eV. The net charge is 0.

The geometry in XYZ format:
```
95
C37H38O20 (ωB97M-V/def2-TZVPD)
C 5.121 -0.975 1.868
C 5.042 -0.071 1.088
C 4.767 0.984 0.117
C 3.229 1.142 -0.047
C 2.718 2.448 0.569
C 1.212 2.461 0.757
C 0.516 3.629 0.486
C -0.864 3.706 0.599
C -1.543 2.572 1.000
C -0.866 1.399 1.307
C 0.511 1.344 1.188
C -1.670 0.215 1.727
O -1.345 -0.524 2.628
C -2.938 0.057 0.951
C -3.388 -1.180 0.535
C -4.553 -1.260 -0.222
C -5.211 -0.085 -0.535
C -4.775 1.157 -0.109
C -3.614 1.231 0.643
C -3.027 2.517 1.119
O -3.694 3.406 1.602
H 5.034 -1.574 2.737
H 5.220 0.713 -0.828
H 5.191 1.913 0.486
H 2.789 0.275 0.435
H 2.976 1.059 -1.103
H 2.936 3.226 -0.159
H 3.258 2.609 1.501
H 1.033 4.527 0.175
H -1.436 4.598 0.387
H 1.013 0.420 1.433
H -2.808 -2.046 0.820
H -4.871 -2.240 -0.540
H -6.104 -0.148 -1.143
H -5.311 2.053 -0.384
O -4.944 -2.720 -3.162
C -3.813 -3.088 -3.116
O -2.772 -2.326 -2.690
C -1.631 -3.186 -2.565
C -1.962 -4.319 -3.510
O -3.395 -4.318 -3.482
H -0.723 -2.656 -2.841
H -1.552 -3.512 -1.525
H -1.631 -4.128 -4.527
H -1.569 -5.276 -3.187
O 6.070 2.782 -1.803
C 6.464 2.217 -2.769
O 7.685 2.398 -3.328
C 7.875 1.382 -4.317
C 6.453 1.005 -4.671
O 5.749 1.294 -3.461
H 8.437 1.769 -5.162
H 8.427 0.554 -3.869
H 6.043 1.623 -5.472
H 6.343 -0.043 -4.939
O 5.449 -3.959 0.839
C 5.573 -4.466 1.902
O 5.919 -5.764 2.104
C 6.191 -5.944 3.494
C 5.402 -4.820 4.127
O 5.389 -3.831 3.094
H 5.870 -6.928 3.824
H 7.266 -5.845 3.659
H 4.373 -5.106 4.354
H 5.868 -4.427 5.028
O -2.168 -6.325 -5.351
C -2.913 -6.134 -6.258
O -2.552 -5.598 -7.449
C -3.659 -5.731 -8.346
C -4.832 -5.833 -7.396
O -4.234 -6.414 -6.235
H -3.720 -4.873 -9.010
H -3.521 -6.634 -8.942
H -5.243 -4.858 -7.129
H -5.633 -6.464 -7.773
O -6.610 2.571 7.261
C -5.690 2.379 6.536
O -5.551 2.930 5.304
C -4.226 2.653 4.842
C -3.855 1.421 5.637
O -4.633 1.580 6.828
H -4.216 2.485 3.769
H -3.586 3.508 5.074
H -4.155 0.497 5.139
H -2.795 1.368 5.872
O 0.122 7.004 1.224
C -0.537 6.984 2.213
O -1.846 6.644 2.256
C -2.225 6.511 3.627
C -1.200 7.375 4.330
O -0.075 7.296 3.448
H -3.247 6.849 3.778
H -2.153 5.459 3.910
H -1.513 8.418 4.407
H -0.938 7.009 5.319
```

These are the Löwdin partial charges, in e, on atoms 1 to 2:
1. C 0.107
2. C -0.129